No. 1
The following is a DFT calculation (ωB97M-V/def2-TZVPD) of an isolated ion of composition C5H8NS2 and charge +1 in a non-equilibrium geometry.

Structure (XYZ):
```
16
Properties=species:S:1:pos:R:3:forces:R:3
C 0.410 -1.530 -0.214 2.0 2.1 -1.2
C -0.687 -1.777 0.341 -5.8 -2.1 4.5
C 1.282 0.633 -0.254 2.2 0.8 3.0
C 0.378 1.382 0.772 1.7 1.5 -2.9
C -1.977 0.579 -0.360 -2.8 1.0 -1.1
N 0.640 -0.376 -0.981 -0.5 -2.1 -2.0
S -2.214 -1.016 -0.078 0.2 -0.5 0.0
S -1.064 1.900 -0.034 -1.2 1.2 -0.8
H 1.197 -2.135 0.011 2.5 -1.7 0.5
H -0.944 -2.515 1.210 1.1 0.9 -2.1
H 1.752 1.355 -0.883 0.1 0.4 -0.7
H 2.115 0.263 0.437 -0.7 0.1 -1.0
H 0.077 0.787 1.522 -0.7 -2.1 3.0
H 0.851 2.316 1.147 -0.2 -0.8 -0.2
H -2.980 0.902 -0.863 1.8 -0.1 0.8
H 1.165 -0.769 -1.773 0.1 1.3 0.1
```
Positions in Å, forces in eV/Å.

Results
- net charge = +1
- orbital gap (eV) = 8.63
- E_tot (eV) = -28465.8678
- energy above the lowest of the compared OMol25 structures with the same formula, charge and spin (kJ/mol) = 182.62
- highest occupied orbital energy (eV) = -13.8487

No. 2
The following is a DFT calculation (ωB97M-V/def2-TZVPD) of one molecule with the formula C28H36N4O5 in a non-equilibrium geometry.

Structure (XYZ):
```
73
Properties=species:S:1:pos:R:3:forces:R:3
C -5.781 -1.389 -0.328 0.1 0.1 -0.2
H -5.504 -1.732 0.667 0.0 -0.1 0.1
H -6.564 -0.643 -0.226 -0.1 0.0 0.1
C -4.570 -0.821 -1.061 0.0 -0.1 0.4
H -4.888 -0.411 -2.022 0.1 0.0 -0.1
H -3.871 -1.632 -1.269 0.0 0.0 -0.1
C -3.855 0.279 -0.266 0.0 0.0 -0.4
C -4.734 1.518 -0.127 0.2 -0.1 0.2
H -5.083 1.843 -1.104 -0.1 0.1 -0.2
H -4.174 2.332 0.323 -0.2 0.1 0.0
H -5.596 1.301 0.497 -0.1 0.0 0.0
H -3.610 -0.099 0.732 0.0 0.0 0.1
C -2.531 0.644 -0.966 0.1 -0.2 -0.2
N -1.724 -0.537 -1.197 -0.1 -0.1 0.1
C -0.634 -0.453 -1.997 -0.2 -0.2 -0.1
O -0.387 0.460 -2.744 0.1 0.3 -0.1
O 0.115 -1.574 -1.875 0.1 -0.1 0.1
C 1.309 -1.630 -2.642 0.1 0.2 -0.5
C 2.540 -1.660 -1.774 -0.1 0.0 0.1
C 2.499 -1.269 -0.444 -0.1 0.0 -0.1
C 3.642 -1.322 0.336 0.1 0.0 0.0
C 4.841 -1.745 -0.211 0.1 0.0 0.1
C 4.891 -2.120 -1.544 0.1 0.0 0.0
C 3.746 -2.085 -2.318 -0.1 0.0 0.0
H 3.784 -2.391 -3.354 0.0 -0.1 -0.1
H 5.823 -2.451 -1.977 0.1 0.0 0.0
H 5.731 -1.786 0.398 0.1 0.0 0.0
H 3.590 -1.054 1.382 0.0 0.0 0.1
H 1.564 -0.940 -0.014 -0.1 0.0 0.1
H 1.260 -2.534 -3.257 0.0 0.1 0.1
H 1.338 -0.753 -3.305 0.0 -0.3 0.1
H -1.699 -1.239 -0.467 0.1 0.0 -0.1
C -1.724 1.636 -0.190 -0.2 0.5 0.1
N -2.044 2.826 0.196 -0.9 -0.7 -0.8
N -0.972 3.340 0.832 1.4 0.3 0.7
C -0.048 2.440 0.795 -0.5 0.5 0.1
O -0.454 1.327 0.154 0.2 0.0 0.0
C 1.331 2.562 1.341 -0.1 -0.1 -0.1
N 1.741 1.301 1.925 0.3 0.0 -0.1
C 0.893 0.476 2.577 0.3 -0.1 0.2
O -0.252 0.722 2.861 -0.3 0.0 0.2
O 1.533 -0.677 2.891 0.2 0.1 -0.1
C 0.710 -1.706 3.448 -0.3 -0.1 0.1
C -0.048 -2.419 2.358 0.1 0.1 0.1
C 0.635 -3.238 1.467 -0.1 0.0 0.1
C -0.036 -3.858 0.428 0.1 -0.1 0.0
C -1.400 -3.671 0.277 -0.1 0.0 0.0
C -2.086 -2.854 1.161 -0.1 -0.1 0.0
C -1.412 -2.222 2.195 0.0 0.0 0.0
H -1.941 -1.570 2.873 0.0 0.1 0.1
H -3.152 -2.716 1.052 -0.1 0.0 0.0
H -1.927 -4.159 -0.530 0.0 0.0 -0.1
H 0.505 -4.487 -0.262 0.1 -0.1 -0.1
H 1.699 -3.384 1.587 0.1 0.0 0.0
H 0.020 -1.261 4.172 0.1 -0.1 -0.1
H 1.406 -2.379 3.953 -0.1 0.1 0.0
H 2.640 0.929 1.665 -0.1 0.0 0.0
H 1.287 3.343 2.114 0.0 0.0 -0.2
C 2.346 2.981 0.255 0.1 0.2 0.2
C 3.656 3.395 0.924 -0.1 -0.2 -0.1
H 4.414 3.587 0.168 0.1 0.0 0.0
H 4.031 2.624 1.592 0.1 0.0 0.1
H 3.508 4.304 1.503 0.0 0.1 0.1
C 1.800 4.120 -0.625 0.1 -0.2 -0.1
C 1.265 3.625 -1.965 0.0 0.2 0.2
H 0.491 2.873 -1.843 -0.1 -0.1 0.0
H 2.066 3.184 -2.556 0.1 -0.1 -0.1
H 0.841 4.452 -2.528 -0.1 0.0 -0.1
H 1.012 4.650 -0.088 0.1 0.1 0.0
H 2.604 4.833 -0.819 0.0 0.0 0.1
H 2.530 2.105 -0.379 0.0 0.0 0.0
H -2.749 1.090 -1.946 0.0 0.0 0.2
H -6.189 -2.233 -0.879 -0.1 -0.1 0.0
```
Positions in Å, forces in eV/Å.

Results
- orbital gap (eV) = 9.98
- E_tot (eV) = -45820.0586
- energy above the lowest of the compared OMol25 structures with the same formula, charge and spin (kJ/mol) = 5.50
- highest occupied orbital energy (eV) = -9.3452

No. 3
The following is a DFT calculation (ωB97M-V/def2-TZVPD) of C34H38AsF3N6O2PbSSb as an isolated structure.

Structure (XYZ):
```
87
Properties=species:S:1:pos:R:3:forces:R:3
Pb 0.020 1.048 -1.900 0.0 0.0 0.0
C 5.815 0.943 0.336 0.0 0.1 0.0
As 4.924 -0.680 -0.095 -0.3 0.1 0.0
C 5.528 -1.371 -1.754 0.0 0.0 -0.1
C 5.043 -1.980 1.284 0.1 -0.1 0.1
O 3.234 -0.278 -0.440 0.1 -0.1 0.2
H 6.884 0.746 0.415 0.0 0.0 0.0
H 5.446 1.331 1.284 0.0 0.0 0.0
H 5.632 1.653 -0.469 0.0 0.0 0.0
H 6.609 -1.507 -1.703 0.0 0.0 0.0
H 5.282 -0.661 -2.542 0.0 0.0 0.0
H 5.044 -2.328 -1.934 0.0 0.0 0.0
H 6.104 -2.120 1.497 0.0 0.0 0.0
H 4.606 -2.909 0.917 0.0 0.0 0.0
H 4.515 -1.638 2.169 0.0 0.0 0.0
O 2.284 -0.767 1.845 0.0 0.1 0.0
S 2.117 0.252 0.794 -0.1 0.1 -0.1
N 0.738 -0.098 0.078 0.4 -0.2 0.0
C -3.239 5.756 -1.409 0.0 0.0 0.0
C -3.241 4.554 -2.326 0.0 0.0 0.0
N -2.069 3.718 -2.029 0.0 0.0 0.0
C -0.966 4.094 -1.343 0.0 0.1 0.0
N -0.029 3.169 -1.065 -0.2 -0.1 0.1
C 1.212 3.649 -0.441 0.0 0.0 -0.1
C 0.928 4.748 0.562 0.0 0.0 0.0
C 0.243 5.882 -0.161 0.0 0.0 0.0
N -0.864 5.375 -0.978 0.0 -0.1 0.1
C -1.854 6.364 -1.432 0.0 0.0 0.0
H -3.490 5.458 -0.388 0.0 0.0 0.0
H -3.981 6.481 -1.738 0.0 0.0 0.0
H -3.207 4.866 -3.372 0.0 0.0 0.0
H -4.135 3.948 -2.181 0.0 0.0 0.0
H -2.103 2.776 -2.367 0.0 0.0 0.0
H 1.908 4.017 -1.204 0.0 0.0 0.0
H 1.689 2.809 0.059 0.1 -0.1 0.0
H 1.853 5.107 1.011 0.0 0.0 0.0
H 0.292 4.365 1.363 0.0 0.0 0.0
H 0.947 6.418 -0.803 0.0 0.0 0.0
H -0.173 6.601 0.544 0.0 0.0 0.0
H -1.592 6.706 -2.438 0.0 0.0 0.0
H -1.784 7.220 -0.765 0.0 0.0 0.0
F -3.666 -3.851 -3.714 0.0 0.0 0.0
C -2.847 -3.426 -2.763 0.0 0.0 0.0
C -1.650 -2.832 -3.134 0.0 0.0 0.0
C -0.807 -2.376 -2.134 0.0 0.0 0.0
C -1.160 -2.505 -0.789 -0.1 -0.1 0.0
C -2.350 -3.150 -0.449 0.0 0.1 0.0
C -3.207 -3.607 -1.440 0.0 0.0 0.0
Sb 0.245 -2.014 0.681 -0.1 0.3 -0.2
C 1.685 -3.497 0.466 0.1 0.0 -0.1
C 2.435 -3.574 -0.706 0.0 -0.1 0.0
C 3.281 -4.651 -0.911 0.0 0.0 0.0
C 3.354 -5.633 0.067 0.0 -0.1 0.0
F 4.160 -6.665 -0.133 0.0 0.0 0.0
C 2.613 -5.579 1.233 0.0 0.0 0.0
C 1.764 -4.500 1.429 0.1 0.0 0.0
C -0.640 -1.912 2.538 -0.1 -0.1 0.1
C -2.009 -1.651 2.626 0.0 0.0 0.1
C -2.626 -1.624 3.864 0.0 0.0 -0.1
C -1.857 -1.870 4.990 0.0 0.0 0.1
F -2.444 -1.851 6.174 0.0 0.0 0.0
C -0.497 -2.131 4.926 0.0 0.0 0.0
C 0.117 -2.150 3.687 0.0 0.1 0.0
H -1.390 -2.766 -4.182 0.0 0.0 0.0
H 0.155 -1.965 -2.423 0.0 0.0 0.0
H -2.621 -3.319 0.585 0.0 0.0 0.0
H -4.133 -4.114 -1.201 0.0 0.0 0.0
H 2.362 -2.808 -1.470 0.0 0.0 0.0
H 3.864 -4.762 -1.816 0.0 0.0 0.0
H 2.697 -6.376 1.960 0.0 0.0 0.0
H 1.171 -4.461 2.335 0.0 0.0 0.0
H -2.601 -1.467 1.739 0.0 0.0 0.0
H -3.685 -1.430 3.975 0.0 0.0 0.0
H 0.054 -2.310 5.839 0.0 0.0 0.0
H 1.183 -2.325 3.627 0.0 0.0 0.0
N -6.995 -0.112 1.201 0.0 0.0 0.0
C -5.971 0.080 0.719 0.1 0.1 0.0
C -4.682 0.323 0.132 -0.1 0.0 0.0
C -4.410 -0.086 -1.170 0.0 0.0 0.0
C -3.148 0.151 -1.678 -0.1 0.0 0.0
N -2.188 0.752 -0.962 0.0 0.0 -0.1
C -2.454 1.155 0.286 0.0 0.0 0.0
C -3.689 0.963 0.871 0.0 0.0 0.0
H -5.162 -0.579 -1.770 0.0 0.0 0.0
H -2.895 -0.157 -2.686 0.0 0.0 0.0
H -1.649 1.642 0.821 0.0 0.0 0.0
H -3.878 1.304 1.880 0.0 0.0 0.0
```
Positions in Å, forces in eV/Å.

Results
- net charge = +3
- orbital gap (eV) = 8.45
- E_tot (eV) = -140497.3242
- highest occupied orbital energy (eV) = -16.5144

Which of these has the lowest orbital gap? C34H38AsF3N6O2PbSSb